The following is a DFT calculation (ωB97M-V with the def2-TZVPD basis set) of C16H23N3OS5Ti as an isolated structure.

```
49
Properties=species:S:1:pos:R:3:forces:R:3
Ti 0.471287 0.166503 -0.458706 -0.31 0.20 0.01
S -2.294495 -1.677985 0.008041 0.03 0.00 0.00
S 1.131737 -2.387446 -0.912080 -0.02 0.04 0.06
S -0.371504 -0.681513 2.219986 0.15 0.16 0.00
S 2.730714 -0.123925 1.004948 -0.10 -0.04 -0.10
S -0.349273 2.250414 0.528147 -0.15 -0.09 0.05
O -0.840359 -0.081114 -1.836687 0.13 -0.05 0.06
N -0.563409 4.398477 -1.118480 -0.05 0.01 0.16
N 0.795477 2.681385 -1.844018 0.10 0.21 -0.08
N 1.422506 1.525493 -1.392573 -0.43 -0.17 0.27
C 0.012465 3.152623 -0.947506 0.12 -0.09 -0.16
C 1.724116 0.427580 -2.149576 0.35 -0.18 -0.41
C 0.594000 -0.473176 -5.680597 0.01 0.00 0.02
C -1.278792 -0.500323 -4.157371 -0.10 0.06 0.04
C -1.612092 -2.968154 -1.062402 0.00 0.08 0.03
C 2.129791 -2.855810 0.532780 0.01 0.00 -0.06
C -0.427130 -0.151888 -3.114086 0.00 -0.08 -0.08
C -2.366950 -2.481185 1.628156 -0.02 0.02 -0.08
C 1.437545 -0.111668 -4.634865 -0.01 0.00 -0.06
C 0.933087 0.062022 -3.356421 0.19 0.09 0.19
C -1.101194 -2.323420 2.472577 0.02 0.03 0.01
C -0.760836 -0.656640 -5.437123 0.01 0.00 -0.01
C 1.115353 -0.865060 3.243303 -0.10 -0.07 -0.02
C 2.238329 0.028734 2.745604 0.07 0.02 -0.07
C -0.256977 -3.550187 -0.686532 0.04 0.02 0.02
C 3.242961 -1.851984 0.796191 -0.03 0.03 0.02
H -0.359530 -3.084734 2.233678 0.00 -0.02 -0.01
H 3.827446 -2.156607 1.666023 0.00 0.00 0.00
H 1.463399 -2.928649 1.388073 0.01 0.00 0.03
H 2.568385 -3.838227 0.348784 0.00 0.00 0.02
H 0.989403 -0.604773 -6.679480 0.00 0.00 0.00
H 3.923117 -1.814904 -0.056134 0.02 -0.03 0.01
H -2.334101 -0.643258 -3.954784 0.01 0.00 -0.01
H -3.200995 -1.995230 2.134305 0.00 -0.01 0.01
H 1.947427 1.079918 2.807171 0.00 0.00 0.03
H -0.249448 -3.891852 0.347446 -0.02 -0.02 0.00
H -1.347364 -2.420124 3.531077 0.01 -0.03 0.00
H 3.125124 -0.111001 3.364812 0.00 0.01 0.01
H -1.421756 -0.930063 -6.250548 -0.01 0.00 0.01
H -0.502204 4.736068 -2.067504 0.04 -0.02 -0.01
H -1.562778 -2.483508 -2.039143 -0.02 -0.04 -0.02
H 0.881260 -0.598771 4.274961 0.02 0.00 0.01
H -0.054207 -4.415682 -1.318611 -0.01 0.01 -0.01
H 2.495560 0.043262 -4.815006 0.00 0.00 0.01
H 1.416477 -1.913824 3.233713 0.03 0.00 0.01
H -1.484713 4.481542 -0.720191 0.00 0.01 0.00
H 2.777098 0.128749 -2.162686 -0.01 0.00 0.03
H -2.335711 -3.782323 -1.130338 0.01 -0.02 0.00
H -2.620763 -3.536805 1.517286 -0.01 0.00 0.05
```
Positions in Å, forces in eV/Å.

The spin multiplicity is 1. For the lowest unoccupied orbital energy, the calculation gives -0.071 eV. For the relative energy (zero: lowest compared OMol25 entry of this formula, charge and spin), the calculation gives 0.00 kcal/mol. Its orbital gap is 0.2353 Eh. For the HOMO energy, the calculation gives -6.4726 eV. The calculation puts the largest force on an atom at 0.57 eV Å⁻¹. The total charge is 0.

***

The following is a DFT calculation (ωB97M-V with the def2-TZVPD basis set) of C16H23N4O3PPdS3 as an isolated structure at a distorted geometry.

```
51
Properties=species:S:1:pos:R:3:forces:R:3
Pd -0.442767 0.429630 -0.054430 0.91 0.12 0.66
S -1.055649 2.148939 1.608640 -0.24 -0.19 -0.15
S -2.419805 -1.031906 -0.444951 -0.10 0.20 0.12
S -1.112598 1.584544 -2.259097 -0.17 -0.12 0.26
P -1.934331 -0.225482 -2.169730 -0.57 0.06 -0.76
O -0.964482 -1.290631 -2.883666 0.00 -0.24 -0.25
O -3.194492 -0.157180 -3.190461 0.04 0.00 0.01
O 0.471278 -0.997585 1.308698 -0.19 -0.01 0.32
N -3.562410 2.565702 0.453630 0.14 -0.02 -0.22
N -3.430881 2.865802 2.708077 -0.04 0.14 -0.03
N 1.705033 1.189560 0.107538 -0.12 0.65 -0.24
N 2.747791 2.568001 1.455040 0.14 0.29 -0.07
C -4.375546 3.738397 0.763127 -0.02 -0.08 -0.05
C 1.937645 0.471943 2.493906 0.07 0.49 -0.16
C -4.629748 3.570410 2.259661 0.11 -0.06 0.05
C -0.601899 -1.116060 -4.259394 0.13 0.05 0.16
C -5.409592 -0.754407 -2.456008 -0.13 -0.02 0.06
C 2.412660 -0.011040 4.833304 -0.15 -0.13 -0.14
C 2.115094 1.375315 1.353053 -0.02 -0.48 0.33
C 2.722466 3.188615 0.218191 0.03 -0.06 0.26
C 2.589893 0.752561 3.699289 0.06 -0.01 0.06
C 0.862957 -1.460472 -4.387227 0.11 -0.02 -0.14
C 2.075820 2.326824 -0.594999 -0.08 -0.38 -0.10
C 1.532469 -1.102622 4.754247 0.06 0.08 0.05
C -2.840478 2.186004 1.608591 0.23 0.03 0.00
C 0.886481 -1.405584 3.582390 0.02 -0.04 0.01
C 1.063802 -0.642502 2.393463 -0.05 -0.24 -0.22
C -4.172089 -1.205601 -3.195832 0.05 0.09 -0.04
H 1.473791 -0.720058 -3.870548 -0.03 0.00 0.03
H -4.725914 4.536062 2.760187 -0.06 0.01 0.03
H 2.931266 0.227977 5.751432 0.01 0.00 0.02
H -3.858543 4.685075 0.560792 0.07 -0.01 0.05
H 1.352195 -1.711966 5.633403 0.02 -0.01 0.01
H 3.137877 4.166039 0.055763 0.03 0.01 -0.01
H -0.789517 -0.087468 -4.572629 0.00 0.04 0.02
H -5.174926 -0.543302 -1.412969 0.02 -0.02 -0.02
H -5.548531 2.999018 2.435623 0.00 -0.07 -0.03
H -5.810089 0.153829 -2.908929 0.02 -0.01 -0.01
H 3.055902 2.979017 2.317376 -0.02 -0.02 -0.07
H 3.280542 1.589021 3.753134 -0.01 0.00 0.01
H -6.176403 -1.532397 -2.497935 0.00 0.01 0.01
H 1.062641 -2.435594 -3.942547 -0.02 -0.01 -0.01
H -3.753644 -2.115621 -2.761074 -0.01 -0.01 0.05
H -5.305994 3.725261 0.193449 -0.02 0.08 -0.03
H 0.202013 -2.242249 3.515289 0.00 0.00 0.02
H -1.227459 -1.774950 -4.865634 -0.02 -0.06 0.02
H 1.162008 -1.488845 -5.438473 -0.01 0.02 0.02
H -4.398249 -1.403012 -4.245218 0.02 -0.02 -0.04
H 1.847851 2.424774 -1.642467 -0.07 0.03 0.01
H -3.546716 2.288833 3.527511 0.02 0.03 -0.04
H -2.971275 2.646515 -0.371503 -0.17 -0.08 0.19
```
Positions in Å, forces in eV/Å.

The spin multiplicity is 4. For the lowest unoccupied orbital energy (alpha / beta), the calculation gives 2.925 / 2.469 eV. Its orbital gap (alpha / beta) is 0.1880 / 0.2459 Eh. The expectation value of S² is 3.76. For the HOMO energy (alpha / beta), the calculation gives -2.1898 / -4.2221 eV. The calculation puts the largest force on an atom at 1.13 eV Å⁻¹. The total charge is -1.

***

The following is a DFT calculation (ωB97M-V with the def2-TZVPD basis set) of the molecule C16H23N5O3S at a distorted geometry.

```
48
Properties=species:S:1:pos:R:3:forces:R:3
S -3.304869 1.369828 0.954051 0.41 0.22 -0.83
O 3.178068 3.158900 -1.515194 0.16 0.35 -0.18
O 0.393050 4.416722 1.574423 0.17 0.10 0.06
O -0.098541 0.824380 0.630597 0.05 -0.17 0.12
N -2.108172 2.283002 -1.112831 0.79 1.28 0.43
N -2.874801 1.297509 -1.555913 -0.67 -1.10 -0.83
N -1.456235 3.358795 0.901449 -0.35 0.46 0.63
N 1.304799 2.267782 -0.479045 0.06 0.31 -0.12
N 3.106494 1.011793 -0.694980 0.33 -0.43 0.03
C 2.165286 0.166745 -0.001447 -0.29 -0.31 0.24
C 2.630040 2.242899 -0.966037 -0.06 0.07 -0.03
C 3.780418 -1.245135 1.341288 -0.29 -0.12 0.10
C -4.414471 -0.485939 -0.893255 -0.03 -0.34 -0.20
C 0.958165 1.095332 0.109275 0.22 -0.33 -0.01
C 0.477998 3.448954 -0.627473 0.02 0.18 -0.22
C -2.173989 2.457557 0.162188 -0.95 -0.76 0.09
C 1.782584 -1.080088 -0.811750 0.09 0.08 -0.05
C -3.542383 -1.723711 -1.160775 0.11 0.04 0.15
C 3.349529 -2.480692 0.557638 0.27 0.12 -0.15
C 2.647733 -0.225031 1.402425 0.08 0.07 -0.06
C -3.228733 -2.377421 1.283648 0.21 0.04 -0.19
C -0.168179 3.797363 0.705322 0.17 -0.04 -0.16
C -2.551139 -2.034012 -0.038059 -0.18 -0.09 -0.06
C -3.559368 0.699732 -0.654114 -0.16 0.30 0.86
C 2.923179 -2.092055 -0.854284 -0.25 -0.08 0.19
H 4.657036 -0.797375 0.867825 0.13 0.01 0.02
H -5.060549 -0.653950 -0.032172 -0.10 0.00 -0.04
H -1.880730 -1.183793 0.106960 0.11 -0.03 -0.03
H 2.595428 -2.976732 -1.402587 0.07 0.03 -0.09
H 2.511799 -2.959071 1.069146 -0.04 -0.08 0.05
H -2.986473 -1.552613 -2.084190 -0.07 -0.02 -0.05
H -4.201108 -2.581591 -1.311367 0.00 -0.04 -0.08
H -3.948367 -3.182443 1.146958 -0.11 -0.08 0.05
H 2.973409 0.673272 1.931549 -0.08 0.03 0.02
H 1.795483 -0.645129 1.939892 -0.03 0.00 0.03
H 1.156685 4.256222 -0.919533 -0.18 -0.09 0.15
H 1.504649 -0.777178 -1.823536 -0.08 0.03 0.02
H 4.170864 -3.197908 0.513874 -0.04 -0.07 0.04
H -1.797280 3.520632 1.843099 0.19 0.07 -0.20
H 0.905726 -1.525960 -0.338403 -0.06 -0.01 0.01
H 4.046296 0.737542 -0.919519 -0.01 0.16 -0.06
H -5.037686 -0.300031 -1.770346 -0.06 0.04 0.11
H 3.774132 -1.667222 -1.391201 0.09 -0.03 -0.09
H 4.062486 -1.526381 2.357132 0.10 0.06 -0.01
H -1.939758 -2.883004 -0.354254 0.07 0.04 0.00
H -3.746415 -1.514431 1.695078 -0.11 0.05 0.12
H -2.488238 -2.698821 2.012170 0.00 -0.02 0.14
H -0.283863 3.282742 -1.393708 0.30 0.10 0.13
```
Positions in Å, forces in eV/Å.

The spin multiplicity is 1. For the lowest unoccupied orbital energy, the calculation gives 0.509 eV. For the relative energy (zero: lowest compared OMol25 entry of this formula, charge and spin), the calculation gives 17.64 kcal/mol. Its orbital gap is 0.3512 Eh. For the HOMO energy, the calculation gives -9.0476 eV. The calculation puts the largest force on an atom at 1.56 eV Å⁻¹. The total charge is 0.

***

The following is a DFT calculation (ωB97M-V with the def2-TZVPD basis set) of the molecule C16H23NO3 at a distorted geometry.

```
43
Properties=species:S:1:pos:R:3:forces:R:3
O -0.501754 -2.413580 3.234907 0.77 -0.12 -2.20
O 0.097120 -4.126360 1.853244 -0.09 1.86 1.82
O -1.362075 -0.438848 -3.647157 0.54 -0.23 0.62
N -0.040001 1.907958 0.434730 1.05 0.41 -1.89
C 0.248525 -2.101657 0.754685 -2.68 2.91 2.15
C 0.352999 1.363833 2.651799 -0.10 -0.74 1.82
C -0.742594 -0.636283 -2.378717 1.03 -0.41 0.59
C -0.954896 0.454476 -1.303856 -0.23 0.73 -0.70
C 0.266700 -0.171407 2.402774 0.36 0.24 -0.58
C 0.013520 -2.917223 2.072836 -0.28 -2.31 -2.10
C 0.048014 0.524677 -0.123487 -0.08 -1.09 0.55
C -0.589608 2.072209 1.751681 2.96 -0.78 -0.59
C 1.744034 -0.512439 -1.842990 -2.03 0.67 0.07
C -2.525735 -1.198388 -3.806718 -1.10 0.60 -0.76
C 1.903028 1.921832 -1.064886 -4.75 -1.80 -0.30
C -0.490157 -0.963245 3.421664 0.35 -0.68 1.70
C -0.296018 -0.600100 0.986380 0.96 0.13 -0.30
C 1.529729 0.420614 -0.605630 -1.14 -0.29 -2.13
C 1.208616 2.682104 0.072544 -1.06 0.93 -0.90
C 0.710093 -0.890608 -2.679965 2.22 2.56 4.75
H 0.979680 -1.304070 -3.558650 0.43 -1.64 -2.86
H 1.977245 2.826750 0.855389 -0.61 -0.13 0.19
H -0.011573 -0.963299 4.402518 0.08 0.81 0.04
H -3.277594 -0.719401 -3.165083 -0.44 -0.49 -0.34
H -0.547729 3.063346 2.075861 -0.71 1.94 -0.08
H -0.361311 -2.617270 0.040099 -0.35 -0.28 -0.37
H 2.055649 0.028316 0.273136 0.61 0.55 -0.26
H -2.023635 0.494770 -0.941304 1.08 -0.12 -0.29
H 0.897032 3.696515 -0.304589 0.28 -0.77 0.66
H -1.417672 -0.718121 1.007732 0.96 0.46 0.32
H -1.510320 -0.653243 3.588873 -0.51 0.11 -0.34
H 1.535537 2.165103 -2.162883 0.41 -0.67 2.39
H 1.388059 1.773795 2.514876 -0.87 -0.63 0.03
H -1.515701 1.613241 1.809050 -2.21 -0.39 0.09
H -2.488615 -2.273741 -3.615233 0.61 0.01 0.52
H 0.090579 1.594145 3.699003 0.16 -0.27 -0.03
H -1.081287 -1.556100 -1.917631 -0.55 -0.61 -0.18
H -0.738781 1.403603 -1.789374 -0.44 0.17 -0.32
H 2.895007 2.045087 -1.045528 3.83 0.61 0.04
H 1.209450 -2.068439 0.357028 1.94 -0.30 -0.05
H -2.799586 -1.155079 -4.878033 -0.09 0.39 0.57
H 1.308790 -0.415531 2.603194 0.27 -0.94 -0.88
H 2.817236 -0.637939 -2.032287 -0.56 -0.38 -0.46
```
Positions in Å, forces in eV/Å.

The spin multiplicity is 1. For the lowest unoccupied orbital energy, the calculation gives 0.714 eV. For the relative energy (zero: lowest compared OMol25 entry of this formula, charge and spin), the calculation gives 118.44 kcal/mol. Its orbital gap is 0.3296 Eh. For the HOMO energy, the calculation gives -8.2556 eV. The calculation puts the largest force on an atom at 5.83 eV Å⁻¹. The total charge is 0.